1.
Computed, not measured: a 3-piece molecular cluster, H7NO3Si2 overall in a non-equilibrium geometry, with the ωB97M-V functional and the def2-TZVPD basis.

Element x y z (Å)
N -0.957 1.052 -2.028
O 0.345 -1.574 2.037
O -2.401 0.546 0.399
O 0.090 -0.564 -0.266
Si 0.755 -1.789 0.548
Si -1.263 0.285 -0.566
H 0.010 0.918 -2.331
H -1.476 1.374 -2.775
H 0.473 -0.947 2.813
H 1.155 2.347 0.768
H 0.059 -2.960 -0.012
H 2.348 -1.856 0.473
H 0.862 3.167 0.941

Atomic forces in eV per Å
2.4 -1.2 1.1
-0.4 1.1 4.5
-0.1 -0.3 -0.2
-0.5 1.3 -1.3
2.0 -0.7 -1.0
0.4 0.5 0.2
-0.5 0.0 0.1
-1.7 0.8 -1.1
-0.1 -1.5 -2.2
-1.1 3.2 0.7
0.3 -0.2 0.2
-1.8 0.2 -0.3
1.1 -3.2 -0.7

Computed properties:
LUMO: 0.264 eV
energy above the lowest of the compared OMol25 structures with the same formula, charge and spin: 49.02 kcal/mol


2.
Computed, not measured: C13H31Br3FN3O7P as an isolated structure in a non-equilibrium geometry, with the ωB97M-V functional and the def2-TZVPD basis.

Element x y z (Å)
F 1.752 -1.741 1.042
C 2.171 -3.966 -1.844
Br 2.022 -3.251 -3.762
Br 3.945 -4.574 -1.096
Br 0.869 -5.443 -1.606
H 1.876 -3.117 -1.228
O -0.157 1.384 1.094
P -1.015 1.696 -0.100
N -0.644 3.231 -0.870
C -0.817 4.437 -0.033
C 0.497 3.347 -1.748
N -2.726 1.923 0.277
C -3.726 2.819 -0.375
C -3.360 0.839 0.937
N -1.028 0.438 -1.409
C -2.012 0.419 -2.562
C -0.319 -0.823 -1.160
H -1.443 4.209 0.830
H -1.361 5.188 -0.607
H 0.124 4.911 0.249
H 0.646 4.355 -2.135
H 0.437 2.714 -2.633
H 1.372 3.044 -1.172
H -3.215 3.461 -1.093
H -4.552 2.202 -0.730
H -4.101 3.426 0.449
H -2.900 -0.121 0.701
H -3.226 0.976 2.010
H -4.411 0.648 0.717
H -2.132 1.421 -2.975
H -1.498 -0.155 -3.333
H -2.997 0.090 -2.231
H -1.024 -1.489 -0.662
H 0.468 -0.671 -0.421
H 0.045 -1.241 -2.098
C -0.735 -3.933 1.256
O -1.840 -3.681 2.148
C -2.022 -2.434 2.717
O -1.175 -1.529 2.638
O -3.276 -2.347 3.331
C -4.058 -3.529 3.710
H -0.752 -4.997 1.020
H 0.118 -3.632 1.865
H -0.914 -3.212 0.458
H -4.914 -3.299 4.345
H -3.424 -4.340 4.067
H -4.457 -3.933 2.780
C 4.097 -0.814 -0.488
O 4.766 0.325 -0.279
C 4.372 1.284 0.681
O 3.455 1.068 1.499
O 5.231 2.331 0.641
C 6.332 2.342 -0.169
H 3.058 -0.542 -0.672
H 4.162 -1.396 0.431
H 4.515 -1.417 -1.295
H 6.766 3.318 0.049
H 6.072 2.213 -1.220
H 7.062 1.568 0.066

Atomic forces in eV per Å
0.0 -0.7 -0.7
0.0 -0.4 -0.2
0.6 -0.8 1.6
-1.3 0.6 -1.1
0.7 0.9 -0.3
0.0 0.0 0.3
-1.6 0.3 -2.2
-0.7 -0.6 -1.0
-1.4 -0.7 0.6
-0.5 -0.5 -0.5
0.6 -0.8 0.0
1.2 0.9 -2.0
1.6 -0.4 1.3
0.6 -1.4 1.4
-0.1 2.4 0.8
1.6 1.0 1.8
-0.7 0.7 0.7
0.3 0.0 0.1
-0.1 0.2 -0.2
0.2 -0.3 0.3
-0.3 0.2 0.3
-0.2 -0.3 0.1
0.6 0.1 -0.3
-0.4 -0.2 -0.2
0.1 0.3 -0.6
-0.4 0.4 -0.2
0.4 -0.1 0.0
-0.4 -0.4 0.3
-0.2 0.7 -0.2
0.0 0.2 0.1
-0.6 -0.4 0.0
0.0 -0.5 -0.3
0.0 -0.6 -0.2
0.4 -0.2 0.1
0.1 -0.1 0.0
-0.1 1.6 1.4
-2.3 0.5 1.5
2.4 0.4 -1.0
-3.7 -2.7 0.6
1.0 0.0 0.4
1.0 -0.3 -2.0
-0.1 0.3 -0.2
0.7 0.0 -0.9
0.8 -0.6 -0.4
0.6 0.6 0.2
0.0 0.3 0.5
-0.2 0.0 -0.1
-2.5 -2.3 1.0
2.8 5.6 0.8
-2.0 -3.7 1.3
3.6 1.8 -3.1
-2.8 -0.6 1.7
1.4 0.1 -1.1
-0.3 -0.8 0.1
-0.7 -0.4 -0.1
0.3 0.5 -0.2
0.3 0.0 -0.5
0.0 0.3 -0.1
0.0 -0.1 0.2

Computed properties:
LUMO: 1.790 eV
energy above the lowest of the compared OMol25 structures with the same formula, charge and spin: 0.00 kcal/mol
total charge: -1


3.
Computed, not measured: C17H17Br2NOPt as an isolated structure in a non-equilibrium geometry, with the ωB97M-V functional and the def2-TZVPD basis.

Element x y z (Å)
C -1.056 -0.163 -2.241
C 2.002 -0.337 -1.929
C -0.279 -0.095 -0.832
H -1.947 -0.861 -2.021
C 1.223 0.928 -1.543
H 3.122 -0.247 -2.088
H -1.021 0.345 -0.147
H 1.838 1.811 -1.252
C -1.223 1.269 -2.601
H -1.592 1.960 -1.841
H -2.153 0.113 -2.429
C -0.169 -1.089 -3.244
H -0.427 -0.890 -4.311
H -0.564 -2.109 -3.032
C 1.368 -1.099 -3.066
H 1.800 -0.750 -4.008
H 1.651 -2.150 -2.987
C 0.321 1.550 -2.743
H 0.536 1.035 -3.662
H 0.429 2.626 -2.930
Pt 1.447 -0.523 -0.188
H -1.811 1.320 -3.561
Br -0.389 -4.371 2.166
C -0.325 -2.617 2.864
C -0.688 -2.252 4.146
C -0.695 -0.908 4.559
Br -1.239 -0.505 6.338
C -0.307 0.170 3.691
C -0.434 1.566 3.918
C -0.111 2.464 2.896
C 0.421 1.969 1.679
N 0.652 0.651 1.499
C 0.226 -0.236 2.430
C 0.184 -1.605 2.029
O 0.577 -2.002 0.849
H -0.979 -3.046 4.816
H -0.811 1.892 4.887
H -0.240 3.545 3.040
H 0.661 2.644 0.849

Atomic forces in eV per Å
3.6 -3.8 1.9
2.7 1.3 -4.7
-5.2 0.8 -1.6
0.0 -0.1 0.5
1.1 2.8 -3.6
-1.3 0.1 0.0
0.4 0.0 0.1
-0.4 -0.7 0.2
0.7 2.4 -1.8
-0.5 -0.6 0.1
-0.9 -0.3 -0.2
-2.0 -0.2 0.0
0.1 0.0 0.7
0.4 0.6 -0.1
0.1 -0.3 -0.5
0.0 0.1 -0.1
0.1 0.0 0.0
-0.7 0.1 0.1
0.7 0.1 -0.4
0.4 -0.2 0.4
0.2 -0.6 4.1
0.8 0.9 0.5
-0.1 0.2 0.4
0.4 1.5 0.0
-0.3 0.8 0.6
0.1 -0.2 -0.5
0.0 0.0 -0.1
-0.1 -1.1 0.0
0.3 0.3 -0.5
-0.2 -0.6 0.5
0.2 -1.3 0.3
-0.4 1.5 1.7
-0.7 0.5 0.8
0.3 -2.4 -1.2
0.0 -0.9 2.1
-0.2 0.1 0.3
0.1 0.1 -0.3
0.0 -0.6 -0.1
0.1 -0.4 0.4

Computed properties:
multiplicity: 3
LUMO (alpha / beta): -0.301 / -0.334 eV


4.
Computed, not measured: CH6N4S in the gas phase in a non-equilibrium geometry, with the ωB97M-V functional and the def2-TZVPD basis.

Element x y z (Å)
C 0.273 -1.033 0.097
H -1.014 1.345 0.571
H 0.105 1.041 1.853
H -1.002 -1.352 1.655
H 1.364 -0.952 -1.529
H -0.841 0.972 -1.679
H 0.560 1.797 -1.164
N -0.789 0.711 1.388
N -0.692 -0.598 0.918
N 0.863 -0.187 -0.904
N 0.254 0.860 -1.519
S 0.920 -2.605 0.312

Atomic forces in eV per Å
1.9 -0.6 -0.7
0.5 -1.0 1.6
-1.2 -0.6 -1.0
0.9 2.1 -2.1
-1.1 2.5 1.2
3.0 -1.4 0.6
-0.1 -1.5 -0.3
0.5 2.1 -0.6
-0.9 -1.8 2.0
0.1 -4.4 0.7
-2.7 3.4 -0.9
-0.7 1.4 -0.5

Computed properties:
LUMO: 0.533 eV
SMILES: NNC(=S)NN
energy above the lowest of the compared OMol25 structures with the same formula, charge and spin: 33.72 kcal/mol